[1]
{
  "formula": "C21H20ClMnN2S2Se2",
  "method": "the ωB97M-V functional and the def2-TZVPD basis",
  "de_lowest_kcal_mol": 0.0,
  "spin_multiplicity": 2,
  "s_squared": 0.799,
  "charge": 1,
  "e_tot_ev": -221280.518,
  "lumo_energy_ev": [-5.18, -5.21],
  "gap_ev": [4.882, 5.043],
  "elements": ["Mn", "Se", "Se", "C", "C", "C", "C", "C", "N", "C", "C", "C", "C", "C", "N", "H", "H", "H", "H", "H", "H", "H", "H", "C", "C", "S", "C", "C", "S", "H", "H", "H", "H", "H", "H", "Cl", "C", "C", "C", "C", "C", "C", "C", "H", "H", "H", "H", "H", "H"],
  "coordinates": [[1.72859, 0.15658, -0.43629], [3.46072, -1.59674, -1.33067], [4.06513, -0.63608, 0.79537], [4.30293, 1.14343, 0.12153], [5.44520, 1.89031, 0.33267], [5.47893, 3.17877, -0.18747], [4.39277, 3.65302, -0.90356], [3.28830, 2.83351, -1.06788], [3.24523, 1.60584, -0.55081], [1.89044, -2.43812, -0.65630], [1.75475, -3.77791, -0.63693], [0.51249, -4.30156, -0.09890], [-0.40707, -3.46722, 0.39056], [-0.28526, -1.96971, 0.37173], [0.98343, -1.51582, -0.22136], [6.28241, 1.47374, 0.87384], [6.35473, 3.79725, -0.04601], [4.39399, 4.64338, -1.33459], [2.41225, 3.15311, -1.61508], [2.54467, -4.42565, -0.98520], [0.36350, -5.37157, -0.06033], [-1.31046, -3.85935, 0.83884], [-0.31992, -1.61335, 1.41335], [-0.91100, 3.37802, 1.41863], [-0.21005, 2.37307, 0.55600], [0.73167, 1.18147, 1.27844], [-0.37024, 2.40306, -0.84037], [-1.23286, 3.44770, -1.47996], [0.36538, 1.24788, -1.82523], [-0.62142, 3.27246, 2.46117], [-1.99299, 3.24542, 1.34637], [-0.68982, 4.39658, 1.09650], [-0.80958, 4.44308, -1.32654], [-2.23053, 3.45170, -1.03881], [-1.32693, 3.27660, -2.54947], [-6.75635, -3.26557, 1.71058], [-5.23601, -2.69528, 1.10316], [-4.73601, -3.21433, -0.08102], [-3.52015, -2.75429, -0.56007], [-2.80135, -1.78089, 0.12631], [-1.46174, -1.30622, -0.36402], [-3.32947, -1.27216, 1.30891], [-4.54189, -1.72316, 1.80643], [-5.29618, -3.96683, -0.61774], [-3.12797, -3.16008, -1.48500], [-1.38447, -0.23035, -0.19246], [-1.34845, -1.47124, -1.43859], [-2.78890, -0.50649, 1.85546], [-4.95042, -1.32606, 2.72481]],
  "mulliken_spin": [0.794, 0.012, 0.007, -0.002, -0.003, 0.007, -0.001, 0.014, -0.038, -0.012, 0.029, -0.006, 0.011, -0.013, 0.060, 0.000, 0.000, 0.000, 0.002, 0.003, 0.000, 0.001, 0.003, 0.001, 0.033, 0.028, 0.058, 0.001, -0.004, 0.000, 0.002, 0.001, 0.003, 0.002, 0.001, 0.000, 0.000, 0.000, 0.000, -0.002, 0.006, 0.001, 0.000, 0.000, 0.000, 0.001, 0.001, 0.000, 0.000]
}

=====

[2]
{
  "formula": "C21H20ClN5O2S",
  "method": "the ωB97M-V functional and the def2-TZVPD basis",
  "de_lowest_kcal_mol": 357.8,
  "e_tot_ev": -56987.735,
  "lumo_energy_ev": -1.55,
  "gap_ev": 5.798,
  "elements": ["C", "H", "H", "C", "C", "H", "C", "N", "C", "N", "C", "C", "H", "H", "C", "N", "C", "C", "C", "C", "C", "C", "N", "C", "N", "S", "O", "O", "C", "C", "C", "C", "C", "C", "H", "H", "Cl", "H", "H", "H", "H", "H", "H", "H", "H", "H", "H", "H", "H", "H"],
  "coordinates": [[3.33572, -0.47324, -1.26576], [2.39321, -0.43893, -1.99107], [3.97329, 0.19093, -1.88530], [3.96122, -1.80499, -1.16984], [3.04447, -2.68387, -0.74798], [2.08574, -2.69691, -1.12157], [2.77428, -2.86491, 1.04375], [2.29463, -1.59492, 1.21333], [0.92763, -1.25451, 1.26196], [0.78213, -0.02424, 2.24513], [2.04959, -0.16564, 2.79911], [2.97920, -0.96386, 2.19234], [3.99966, -0.86182, 2.50136], [2.18177, 0.73364, 3.56433], [0.23886, 0.99776, 1.45808], [-0.04524, 2.09262, 2.13754], [-0.76486, 3.06086, 1.23261], [-1.11121, 4.22298, 1.61885], [-1.95291, 5.00790, 0.54625], [-2.22541, 4.48905, -0.52058], [-1.78309, 3.32914, -1.09801], [-1.11164, 2.28794, -0.05471], [-0.85202, 1.09910, -0.61334], [-0.18494, 0.36478, 0.39161], [0.29967, -0.85882, -0.21064], [-0.55230, -1.84156, -1.03131], [-0.37083, -2.97896, -0.27807], [0.04717, -1.84167, -2.38969], [-2.08948, -1.27521, -0.90360], [-3.01513, -1.49570, 0.10485], [-4.27574, -1.03076, -0.02882], [-4.55908, -0.06664, -1.06586], [-3.83730, 0.13605, -2.03765], [-2.45522, -0.29621, -2.02433], [-1.77861, -0.16480, -2.82295], [-4.23843, 0.65552, -2.88119], [-6.17018, 0.66596, -1.07871], [-5.00106, -1.26665, 1.11199], [-2.64226, -2.23442, 0.80805], [-2.08634, 2.75825, -1.95543], [-2.84438, 5.27990, -1.10605], [-2.09612, 5.82846, 1.17564], [-0.76179, 4.53062, 2.56425], [0.32096, -1.99906, 1.79558], [3.71610, -3.20234, 1.28340], [1.83307, -3.51579, 1.05330], [3.26154, -3.78276, -0.85617], [4.74834, -1.66087, -0.36841], [4.36222, -2.23015, -2.24849], [3.19512, -0.16127, -0.34778]],
  "nbo_charge": [-0.593, 0.215, 0.204, -0.439, -0.358, 0.209, -0.227, -0.491, 0.318, -0.396, -0.104, -0.062, 0.250, 0.221, 0.250, -0.347, 0.090, -0.229, -0.175, -0.265, -0.151, 0.148, -0.373, 0.301, -0.716, 2.403, -0.971, -0.904, -0.463, -0.189, -0.202, 0.031, -0.310, -0.002, 0.246, 0.246, -0.008, 0.251, 0.246, 0.222, 0.218, 0.236, 0.235, 0.208, 0.224, 0.212, 0.186, 0.192, 0.214, 0.194]
}

=====

[3]
{
  "formula": "C21H20F5OOsS",
  "method": "the ωB97M-V functional and the def2-TZVPD basis",
  "spin_multiplicity": 5,
  "s_squared": 6.030,
  "charge": -1,
  "e_tot_ev": -51028.976,
  "lumo_energy_ev": [2.23, 1.55],
  "gap_ev": [2.689, 5.705],
  "elements": ["Os", "C", "C", "C", "H", "C", "C", "H", "H", "H", "H", "C", "C", "C", "H", "C", "C", "H", "H", "H", "H", "O", "C", "C", "C", "C", "C", "H", "H", "H", "H", "H", "H", "H", "H", "H", "H", "F", "C", "C", "F", "C", "F", "C", "S", "C", "F", "C", "F"],
  "coordinates": [[0.09664, 0.74204, 0.36121], [2.44376, 0.64095, 1.44735], [2.88551, -0.10066, 0.30747], [2.46831, 0.58278, -0.86365], [3.49434, -0.97593, 0.34811], [1.78939, 1.79811, -0.46655], [1.78311, 1.84033, 0.98777], [1.45096, 2.65645, 1.62713], [2.66137, 0.39393, 2.48304], [2.72543, 0.31902, -1.88555], [1.49985, 2.58227, -1.15571], [-1.94134, 0.78683, 0.84780], [-1.32044, 1.99815, 1.28171], [-0.79837, 2.64199, 0.13535], [-1.29498, 2.38979, 2.28521], [-1.08297, 1.84337, -1.00281], [-1.78411, 0.68055, -0.56717], [-2.16418, -0.10549, -1.21485], [-2.47944, 0.08953, 1.47555], [-0.34546, 3.61761, 0.11457], [-0.90564, 2.12738, -2.03148], [0.63272, -2.29216, -0.22692], [-0.06653, -0.04378, -4.63780], [0.52766, -1.16152, -4.07615], [0.79033, 1.14476, -4.54595], [-1.51550, -0.00748, -4.54297], [0.83461, -2.50882, -1.42757], [1.60113, -1.15366, -3.74107], [-0.11874, -2.04876, -3.85805], [0.12254, -2.99939, -2.22527], [1.78527, -2.21292, -2.04935], [0.81005, 1.69857, -5.49906], [1.83097, 0.86358, -4.27762], [0.34481, 1.79725, -3.75249], [-2.00650, 0.00911, -5.52073], [-1.76952, 0.89040, -3.99597], [-1.89407, -0.91121, -4.02782], [-1.99081, -1.57404, 6.98648], [-1.48591, -1.51351, 5.74021], [-0.72963, -0.37694, 5.39962], [-0.51716, 0.65287, 6.25349], [-0.18386, -0.34010, 4.15164], [0.52160, 0.73873, 3.68473], [-0.38109, -1.43654, 3.31823], [0.43994, -1.41809, 1.88196], [-1.18516, -2.56094, 3.62656], [-1.37057, -3.51699, 2.68426], [-1.74006, -2.59850, 4.88456], [-2.46829, -3.66893, 5.27853]],
  "mulliken_spin": [1.488, 0.369, 0.109, 0.293, 0.008, 0.061, 0.024, -0.012, -0.005, 0.053, 0.004, -0.002, 0.048, 0.049, 0.006, -0.039, 0.182, 0.044, 0.008, -0.001, -0.002, 0.177, 0.059, 0.109, -0.044, 0.017, 0.585, 0.000, -0.005, 0.093, -0.035, 0.010, 0.001, 0.022, 0.015, 0.028, -0.028, 0.000, 0.011, 0.002, 0.000, 0.020, 0.001, -0.037, 0.313, 0.007, -0.002, -0.004, 0.000]
}

=====

[4]
{
  "formula": "C21H20F7N3O4S",
  "method": "the ωB97M-V functional and the def2-TZVPD basis",
  "smiles": "C[C@H](Oc1ccc(S(C)(=O)=O)cc1C(=O)N1CCN(c2ncc(C(F)(F)F)cc2F)CC1)C(F)(F)F",
  "e_tot_ev": -64620.628,
  "lumo_energy_ev": 0.50,
  "gap_ev": 8.875,
  "elements": ["C", "C", "O", "C", "C", "C", "C", "S", "C", "O", "O", "C", "C", "C", "O", "N", "C", "C", "N", "C", "N", "C", "C", "C", "F", "F", "F", "C", "C", "F", "C", "C", "C", "F", "F", "F", "H", "H", "H", "H", "H", "H", "H", "H", "H", "H", "H", "H", "H", "H", "H", "H", "H", "H", "H", "H"],
  "coordinates": [[-4.92213, 2.21623, 2.26158], [-4.02364, 2.34515, 1.03593], [-3.00916, 1.37757, 1.13696], [-2.38589, 0.86131, 0.03521], [-2.65546, 1.18281, -1.28947], [-1.94574, 0.55985, -2.30500], [-0.98336, -0.37894, -2.00231], [-0.02399, -1.14732, -3.31009], [-0.59400, -2.86392, -3.33468], [-0.37047, -0.52218, -4.55617], [1.35418, -1.11960, -2.89851], [-0.70486, -0.71000, -0.68978], [-1.39242, -0.08534, 0.33454], [-1.13649, -0.49890, 1.75745], [-1.47147, -1.59606, 2.15554], [-0.53513, 0.42038, 2.54394], [0.04577, 1.66161, 2.08075], [1.51998, 1.70899, 2.54397], [2.01120, 0.35348, 2.65443], [2.33033, -0.40358, 1.56666], [2.35104, -1.72824, 1.75589], [2.68128, -2.55013, 0.78564], [3.04216, -2.11981, -0.48326], [3.35790, -3.11280, -1.55535], [2.25093, -3.74219, -2.00618], [3.97178, -2.59238, -2.61532], [4.15961, -4.10149, -1.10126], [3.06183, -0.74716, -0.72384], [2.70251, 0.09833, 0.29711], [2.71767, 1.42795, 0.03287], [1.41773, -0.30801, 3.80433], [-0.09198, 0.02840, 3.86451], [-3.38333, 3.74535, 1.01433], [-2.54821, 3.91281, -0.01981], [-2.67126, 3.98829, 2.12098], [-4.30980, 4.70797, 0.92249], [-5.38186, 1.23252, 2.26377], [-5.69584, 2.97861, 2.24269], [-4.32660, 2.32326, 3.16453], [-4.61124, 2.23719, 0.11538], [-3.39212, 1.92433, -1.55341], [-2.12290, 0.80485, -3.34008], [-1.64082, -2.86141, -3.60767], [-0.00424, -3.39418, -4.07196], [-0.43504, -3.29162, -2.35415], [0.05871, -1.43908, -0.46692], [-0.50965, 2.51150, 2.49264], [-0.00665, 1.70504, 0.99182], [2.11865, 2.30767, 1.86363], [1.59656, 2.15580, 3.53824], [2.65527, -3.60110, 1.03918], [3.32245, -0.35108, -1.69121], [1.57323, -1.37866, 3.68579], [1.92507, 0.03884, 4.70873], [-0.29128, 0.85259, 4.55453], [-0.66935, -0.84501, 4.16705]],
  "nbo_charge": [-0.623, 0.025, -0.492, 0.327, -0.282, -0.158, -0.356, 2.187, -0.858, -0.943, -0.960, -0.167, -0.096, 0.664, -0.607, -0.422, -0.235, -0.236, -0.402, 0.344, -0.480, 0.094, -0.235, 0.984, -0.335, -0.312, -0.331, -0.167, 0.288, -0.329, -0.240, -0.248, 0.951, -0.322, -0.324, -0.322, 0.233, 0.230, 0.231, 0.202, 0.227, 0.251, 0.242, 0.258, 0.246, 0.243, 0.207, 0.223, 0.243, 0.201, 0.208, 0.267, 0.262, 0.197, 0.192, 0.255]
}

=====

[5]
{
  "formula": "C21H20FNO4S",
  "method": "the ωB97M-V functional and the def2-TZVPD basis",
  "de_lowest_kcal_mol": 0.0,
  "smiles": "O=C(NCCc1ccccc1)c1ccc(CS(=O)(=O)Cc2ccccc2F)o1",
  "e_tot_ev": -45334.454,
  "lumo_energy_ev": 0.52,
  "gap_ev": 9.277,
  "elements": ["O", "C", "N", "C", "C", "C", "C", "C", "C", "C", "C", "C", "C", "C", "C", "C", "S", "O", "O", "C", "C", "C", "C", "C", "C", "C", "F", "O", "H", "H", "H", "H", "H", "H", "H", "H", "H", "H", "H", "H", "H", "H", "H", "H", "H", "H", "H", "H"],
  "coordinates": [[2.98874, 2.85111, 1.08932], [2.18607, 1.96701, 1.32155], [2.45817, 0.85086, 2.03108], [3.79344, 0.43379, 2.37503], [4.14744, -0.88321, 1.66316], [3.19688, -1.96877, 2.08680], [3.45334, -2.72340, 3.22530], [2.54877, -3.67667, 3.65767], [1.36772, -3.88025, 2.96295], [1.10098, -3.13437, 1.82761], [2.01258, -2.18742, 1.39060], [0.78723, 2.01575, 0.84665], [0.12688, 2.96035, 0.10502], [-1.15844, 2.43627, -0.14615], [-1.19889, 1.20966, 0.46198], [-2.18556, 0.12195, 0.46059], [-1.52952, -1.25460, -0.60426], [-1.90447, -2.50188, 0.00307], [-0.13250, -1.03851, -0.85394], [-2.42259, -1.10851, -2.20538], [-2.18940, 0.24823, -2.75403], [-0.94816, 0.61546, -3.26473], [-0.72606, 1.89750, -3.73317], [-1.74510, 2.83620, -3.71798], [-2.99040, 2.49760, -3.21717], [-3.18582, 1.21843, -2.73470], [-4.39574, 0.89894, -2.21088], [-0.02541, 0.95752, 1.06928], [1.74409, 0.13811, 2.09233], [4.46967, 1.23579, 2.07114], [3.86261, 0.29566, 3.45986], [5.17304, -1.15270, 1.91941], [4.08452, -0.72800, 0.58487], [4.37144, -2.56457, 3.77404], [2.76480, -4.26040, 4.54104], [0.65961, -4.62095, 3.30422], [0.18315, -3.27890, 1.27699], [1.79198, -1.62572, 0.49365], [0.52406, 3.90062, -0.21536], [-1.94904, 2.90651, -0.69321], [-2.29982, -0.34088, 1.43806], [-3.14710, 0.42233, 0.06088], [-1.99325, -1.89165, -2.82528], [-3.46680, -1.31941, -1.99476], [-0.15435, -0.11405, -3.27030], [0.24615, 2.16570, -4.11530], [-1.57295, 3.83325, -4.09191], [-3.80306, 3.20637, -3.18898]],
  "nbo_charge": [-0.617, 0.625, -0.608, -0.215, -0.446, 0.065, -0.252, -0.203, -0.224, -0.196, -0.278, 0.177, -0.241, -0.285, 0.263, -0.678, 2.148, -0.945, -0.946, -0.653, -0.167, -0.152, -0.218, -0.183, -0.312, 0.462, -0.342, -0.399, 0.415, 0.235, 0.193, 0.216, 0.216, 0.207, 0.211, 0.212, 0.231, 0.234, 0.243, 0.233, 0.271, 0.261, 0.263, 0.259, 0.236, 0.225, 0.223, 0.234]
}